36
Properties=species:S:1:pos:R:3 method="wB97M-V/def2-TZVPD" orbital_gap_ev=5.2 energy_ev=-107708.0484 charge=+2
Mo 0.9138 0.5998 0.5054
O -0.6359 1.6794 -0.5753
C -1.0203 1.4104 -1.9571
C -0.9345 -0.0856 -2.0468
N 0.3890 -0.5259 -1.5175
C 1.4934 -0.1970 -2.4646
C 2.0544 1.1702 -2.1440
O 2.4517 2.0107 -2.8529
O 2.0447 1.3031 -0.7387
C 0.3928 -1.9712 -1.2414
C 1.4988 -2.2324 -0.2391
O 2.1792 -3.1808 -0.1325
O 1.5899 -1.1554 0.6551
H -0.6656 2.6203 -0.3264
H -0.3510 1.9409 -2.6341
H -2.0396 1.7603 -2.1119
H -1.0673 -0.4297 -3.0744
H -1.7060 -0.5405 -1.4271
H 1.1698 -0.2498 -3.5039
H 2.3141 -0.9062 -2.3258
H 0.5404 -2.5697 -2.1402
H -0.5533 -2.2567 -0.7776
I -4.7093 -0.5933 2.9625
C -2.7529 -0.7372 2.3546
C -1.7961 -1.6509 2.7898
N -0.6651 -1.4121 2.1317
N -0.8073 -0.3464 1.2952
C -2.0912 0.0566 1.4365
H -1.8588 -2.4432 3.5202
H 0.2500 -1.8134 2.2907
H -2.4675 0.8999 0.8834
O 0.5544 1.6122 4.1253
Se 1.4135 2.1205 2.9105
O 2.4922 3.2557 2.8625
O 0.3755 2.2009 1.4746
O 2.0040 0.6563 2.0332

=====

113
Properties=species:S:1:pos:R:3 method="wB97M-V/def2-TZVPD" orbital_gap_ev="9.8 / 9.8" s_squared=3.755 energy_ev=-116781.4262 spin_multiplicity=4 charge=+1
Co -0.3147 -2.8252 -1.2946
C -1.2401 1.1959 -2.4726
C -0.9492 -0.1714 -1.8112
O -1.6183 -1.2243 -2.0658
O 0.0536 -0.3100 -1.0535
H -2.3284 1.4138 -2.5018
H -0.8354 1.1159 -3.4378
H -0.5767 1.9559 -1.9987
C -1.4156 -6.4010 1.1132
C -1.3087 -6.7917 -0.3278
O -2.5886 -6.3820 -0.9358
C -2.5305 -5.2447 -1.5060
O -1.4995 -4.5498 -1.5704
O -3.6685 -4.8663 -2.0150
C -3.5985 -3.7530 -2.8684
H -1.5365 -5.3065 1.2123
H -0.4277 -6.6956 1.5955
H -2.1958 -6.9418 1.6294
H -1.1678 -7.8803 -0.5343
H -0.5278 -6.2196 -0.8620
H -3.6218 -2.8226 -2.2632
H -4.5439 -3.7765 -3.5020
H -2.6502 -3.6876 -3.3986
C -0.8255 3.2698 2.4281
C -1.4258 3.3314 3.8330
O -2.8589 2.9846 3.8000
C -3.1587 1.7151 4.0013
O -2.4833 0.7233 3.8469
O -4.4697 1.5920 4.1255
C -4.8843 0.3137 4.5074
H 0.1563 3.7952 2.4762
H -1.4047 3.8717 1.7121
H -0.7842 2.2316 2.0546
H -1.4633 4.3070 4.1973
H -0.8062 2.6987 4.5112
H -4.4062 -0.5154 3.9342
H -5.9083 0.4208 4.3409
H -4.6165 0.1625 5.5897
C -4.7390 6.2369 1.3836
C -4.4698 7.5712 0.7856
O -3.0536 7.6456 0.5036
C -2.2789 7.9296 1.5909
O -2.7440 8.4124 2.6334
O -0.9659 7.6079 1.4440
C -0.0272 8.1425 2.3903
H -5.7809 6.1693 1.6497
H -4.2189 6.0481 2.3068
H -4.5514 5.3553 0.7496
H -4.6930 8.3347 1.6255
H -4.9127 7.7314 -0.1948
H -0.0236 9.2615 2.3866
H 0.9810 7.7366 2.1739
H -0.2823 7.8271 3.3828
C 3.1940 4.3506 -2.1656
C 3.7372 3.2844 -1.2895
O 4.3264 3.8575 -0.1090
C 3.6217 4.0006 1.0295
O 2.4899 3.6707 1.2261
O 4.5039 4.5716 1.8971
C 4.0806 4.7474 3.2497
H 2.2819 4.7860 -1.7191
H 3.1073 3.9098 -3.1710
H 3.9602 5.1165 -2.1766
H 4.5822 2.8310 -1.8139
H 3.0148 2.5466 -0.9701
H 4.6781 4.0529 3.8471
H 3.0175 4.7011 3.3438
H 4.2862 5.7398 3.5587
C 2.5921 -1.6425 -6.0671
C 2.4786 -1.0911 -4.6771
O 1.7594 -2.1610 -3.9392
C 0.4825 -2.4634 -4.1102
O -0.0059 -3.3575 -3.4416
O -0.1776 -1.7083 -5.0389
C -1.6008 -1.9019 -5.1730
H 3.5444 -2.2376 -6.1051
H 2.6065 -0.8162 -6.7938
H 1.7468 -2.2375 -6.4148
H 1.8629 -0.1639 -4.5286
H 3.4841 -1.0023 -4.1699
H -2.1440 -1.3974 -4.4237
H -1.7890 -2.9815 -5.2622
H -1.9789 -1.4296 -6.0890
C 3.5440 -5.1935 -3.0305
C 3.9777 -4.3332 -1.8719
O 3.3937 -4.8204 -0.6553
C 2.2250 -4.3278 -0.3810
O 1.6056 -3.6148 -1.1320
O 1.7746 -4.8104 0.7573
C 2.4596 -5.8114 1.4948
H 3.7120 -4.4707 -3.8911
H 2.4370 -5.4678 -3.0283
H 4.1434 -6.1234 -3.0723
H 3.5943 -3.3320 -1.9286
H 5.0374 -4.3184 -1.6343
H 2.4996 -6.7158 0.9204
H 1.7550 -5.9209 2.3849
H 3.3900 -5.4554 1.8556
C 2.9436 -0.2681 2.0791
C 1.7203 -1.0318 2.6739
O 1.1801 -1.8517 1.4891
C 0.0077 -2.3120 1.5724
O -0.5325 -2.9603 0.6451
O -0.5768 -2.1043 2.7284
C -1.9572 -2.6053 2.9581
H 2.6867 0.6229 1.4862
H 3.5501 -0.8964 1.3966
H 3.6250 0.0245 2.9099
H 0.9347 -0.4625 3.0153
H 2.0854 -1.7302 3.4470
H -2.2033 -2.1220 3.9274
H -1.9941 -3.7002 2.9483
H -2.5712 -2.2052 2.1319

=====

73
Properties=species:S:1:pos:R:3 method="wB97M-V/def2-TZVPD" orbital_gap_ev="6.8 / 6.7" energy_ev=-118082.4431 de_lowest_kcal_mol=97.3 charge=0
Ir 0.6136 -0.4925 0.2542
O -0.6678 1.2965 3.5423
C -1.3783 1.0492 2.6032
C -2.8739 1.3937 2.4969
C -3.2983 0.8765 1.1258
C -2.0368 0.2287 0.6101
O -1.8753 -0.4106 -0.4284
N -1.0161 0.3991 1.4650
H -2.9833 2.4720 2.6071
H -3.3983 0.9084 3.3207
H -3.5921 1.6756 0.4448
H -4.1100 0.1499 1.1660
O 1.9845 -0.4535 -1.8355
C 1.5919 0.7155 -1.9490
N 2.1402 1.6843 -2.6978
C 1.4387 2.9317 -2.5068
C 0.3268 2.4827 -1.5019
O -0.5288 3.2051 -1.0502
N 0.5113 1.1782 -1.2749
C 0.8503 3.4418 -3.8101
C -0.2749 4.2542 -3.8312
C -0.7192 4.7881 -5.0273
C -0.0433 4.5264 -6.2074
C 1.0636 3.6979 -6.1922
C 1.5110 3.1605 -5.0009
C 2.2939 4.0593 -1.9502
C 1.6995 5.1255 -1.2861
C 2.4522 6.2233 -0.9096
C 3.8067 6.2790 -1.1948
C 4.4082 5.2094 -1.8336
C 3.6579 4.1087 -2.2102
H 3.0390 1.5936 -3.1345
H -0.8066 4.4529 -2.9137
H -1.5952 5.4218 -5.0368
H -0.3657 4.9782 -7.1349
H 1.5939 3.4765 -7.1084
H 2.3837 2.5245 -5.0001
H 0.6467 5.0917 -1.0524
H 1.9757 7.0482 -0.4003
H 4.3863 7.1531 -0.9370
H 5.4640 5.2390 -2.0570
H 4.1519 3.2968 -2.7251
Cl -2.2738 -2.0977 -2.9208
C -1.1006 -3.3497 -2.4087
Cl -1.9710 -4.8326 -1.9170
Cl 0.0022 -3.7220 -3.7595
C -0.3422 -2.8623 -1.3026
N 0.2592 -2.4229 -0.4165
C 5.3527 -2.3107 -0.5222
C 4.0030 -2.1596 0.1694
C 3.4777 -3.5059 0.6428
O 4.2003 -1.2812 1.2941
P 3.0785 -0.4240 2.0475
S 1.4866 -1.5491 2.5831
S 2.5371 1.1806 0.9208
O 3.8133 -0.0227 3.3759
C 5.0622 0.6784 3.5462
C 6.2292 -0.2941 3.4383
C 5.2066 1.8340 2.5713
H 5.2282 -2.8844 -1.4357
H 6.0568 -2.8313 0.1230
H 5.7643 -1.3388 -0.7804
H 3.2920 -1.7019 -0.5248
H 4.1383 -3.9183 1.4024
H 3.4328 -4.1873 -0.2029
H 2.4806 -3.4067 1.0664
H 4.9842 1.0592 4.5721
H 6.3097 -0.6684 2.4225
H 6.0904 -1.1424 4.1016
H 7.1517 0.2099 3.7037
H 5.3514 1.4580 1.5610
H 6.0725 2.4275 2.8482
H 4.3203 2.4631 2.5807

=====

70
Properties=species:S:1:pos:R:3 method="wB97M-V/def2-TZVPD" orbital_gap_ev=6.0 energy_ev=-59837.5769 de_lowest_kcal_mol=17.1 charge=-1
Pt 1.0721 1.0088 1.8341
O 1.3376 -1.8978 4.9666
C 1.3944 -0.9864 4.1374
O 0.7185 -0.8295 3.0815
C 2.4126 0.1227 4.3870
C 3.2465 0.1230 5.4963
C 4.1489 1.1556 5.6541
C 4.1924 2.1565 4.6917
C 3.3297 2.0846 3.6142
N 2.4513 1.0857 3.4647
H 3.1496 -0.6954 6.1958
H 4.8113 1.1864 6.5109
H 4.8834 2.9853 4.7690
H 3.3138 2.8311 2.8324
C -1.1657 -5.2046 -2.1050
N -1.8096 -4.0916 -1.4267
C -2.1116 -4.3878 -0.0272
P -1.1536 -2.5766 -1.6698
O -1.8642 -1.5536 -0.9000
O -1.3289 -2.4913 -3.2811
P -1.1953 -1.2071 -4.2578
O 0.0733 -0.4841 -4.1147
N -2.5666 -0.3469 -4.0137
C -3.7516 -0.8265 -3.3151
C -2.4672 1.1090 -4.0957
N -1.3313 -1.9138 -5.7581
C -0.1511 -2.6039 -6.2556
C -2.5734 -2.5705 -6.1180
N 0.4772 -2.6201 -1.4521
C 1.4088 -2.8948 -2.5349
C 1.0626 -1.8462 -0.3482
H -1.8066 -6.0858 -2.0319
H -0.1901 -5.4499 -1.6635
H -1.0256 -4.9749 -3.1608
H -2.8224 -5.2159 0.0131
H -2.5538 -3.5141 0.4442
H -1.2140 -4.6725 0.5362
H -3.8059 -1.9136 -3.3577
H -4.6348 -0.4188 -3.8163
H -3.7448 -0.5280 -2.2670
H -1.5698 1.3948 -4.6383
H -2.4235 1.5571 -3.0996
H -3.3415 1.5000 -4.6234
H 0.7433 -2.0819 -5.9237
H -0.1678 -2.6148 -7.3482
H -0.1070 -3.6448 -5.9060
H -3.4221 -1.9684 -5.7998
H -2.6605 -3.5694 -5.6681
H -2.6225 -2.6807 -7.2038
H 0.9859 -3.5966 -3.2527
H 2.3134 -3.3426 -2.1166
H 1.6805 -1.9787 -3.0695
H 0.3306 -1.6409 0.4275
H 1.4484 -0.8885 -0.6986
H 1.8824 -2.4196 0.0901
C -2.0477 1.7466 -0.1488
C -0.8053 2.6359 -0.0126
C -0.5792 3.3789 -1.3333
C -1.0310 3.6467 1.1112
C 0.3764 1.7179 0.2905
H -2.9161 2.3497 -0.4428
H -2.2592 1.2570 0.8030
H -1.8865 0.9567 -0.8838
H -1.4331 4.0170 -1.5875
H -0.4300 2.6667 -2.1500
H 0.3098 4.0131 -1.2722
H -1.9099 4.2692 0.9028
H -0.1594 4.2944 1.2271
H -1.1764 3.1227 2.0565
H 0.7863 1.4018 -0.6846

=====

30
Properties=species:S:1:pos:R:3 method="wB97M-V/def2-TZVPD" orbital_gap_ev=6.1 energy_ev=-138590.3251 de_lowest_kcal_mol=0.0 charge=+1
C 2.7616 -2.3201 -0.0930
C 1.2553 -1.8886 0.0842
C 0.9734 -0.8376 -1.0609
Br 0.8963 -1.7145 -2.8127
C -0.3134 0.0393 -0.7402
C 0.2627 1.1293 0.2176
Cl -0.0709 0.9401 1.9740
C 0.9908 2.1583 -0.2105
C 1.6078 3.2132 0.7322
Cl 1.2936 2.3552 -1.9319
O -1.0742 0.4392 -1.8737
C -2.1026 -0.4983 -2.0752
O -2.9642 -0.4156 -2.8192
O -1.8522 -1.5368 -1.1378
C -1.4618 -0.7475 0.0092
P -3.0650 0.2765 0.2773
O -3.1287 0.7896 1.9122
Cl -4.6560 -1.0700 0.1286
H 3.0473 -3.0606 0.6787
H 2.9440 -2.7542 -1.0937
H 3.3588 -1.3870 -0.0174
H 1.1364 -1.3831 1.0622
H 0.6154 -2.7828 -0.0375
H 1.8758 -0.1963 -1.0769
H 1.7938 2.7573 1.7271
H 2.6221 3.4150 0.3220
H 0.9946 4.1273 0.8142
H -1.1935 -1.3303 0.9065
H -3.5478 0.0871 2.4513
Ag -2.9994 2.1962 3.6832

=====

19
Properties=species:S:1:pos:R:3 method="wB97M-V/def2-TZVPD" orbital_gap_ev="3.5 / 10.8" s_squared=0.751 energy_ev=-7334.2360 de_lowest_kcal_mol=70.2 spin_multiplicity=2 charge=0
N 2.0914 0.0158 -1.1833
C 2.0299 -0.2576 0.3325
C 0.8339 0.5220 0.9715
N -0.2958 0.5378 -0.0928
C -1.2896 -0.5624 0.1692
C -2.6887 -0.1151 -0.2566
H 2.0127 -0.8377 -1.9175
H 2.7599 0.8012 -1.4306
H 0.3441 0.4110 -0.9634
H 1.8845 -1.3513 0.3662
H 2.9021 -0.1028 0.9710
H 1.0125 1.5522 1.1403
H 0.5565 0.0883 1.9078
H -0.8953 1.4364 -0.0394
H -1.2655 -0.8099 1.2588
H -0.9971 -1.5126 -0.3259
H -3.2998 -0.0250 0.6561
H -2.6155 0.9475 -0.5312
H -3.0802 -0.7378 -1.0327

=====

15
Properties=species:S:1:pos:R:3 method="wB97M-V/def2-TZVPD" orbital_gap_ev=8.6 energy_ev=-11779.1261 de_lowest_kcal_mol=281.0 charge=0
C -0.7616 -0.1827 -1.7425
C 0.3719 -0.9393 0.9057
C -1.7687 1.1726 0.2868
H 0.4235 -0.6150 -1.7396
H -0.6627 1.1216 -2.0931
H -1.5191 -0.8091 -2.4524
H 0.8151 -1.8938 1.3093
H 3.1004 -1.4984 1.2272
H 2.3875 1.1727 1.5885
H -1.5458 2.2479 -0.2383
N -1.3144 -0.0067 -0.3652
N 1.0627 0.0744 0.4823
N 2.5615 0.0192 0.7561
O -1.0408 -1.0529 0.5632
O -2.1095 1.1895 1.5120

=====

39
Properties=species:S:1:pos:R:3 method="wB97M-V/def2-TZVPD" orbital_gap_ev=6.2 energy_ev=-37921.1582 de_lowest_kcal_mol=0.0 charge=-2
Ba 0.1320 0.3933 0.9272
O -0.9510 4.9619 1.3188
C -0.5746 3.6541 1.4667
O -1.4833 2.8006 1.6418
O 0.6238 3.3360 1.3366
H -1.9126 4.8340 1.2703
O -0.5212 -1.4210 5.1515
C -0.1131 -1.0607 3.8934
O 1.0263 -0.6015 3.6703
O -1.0148 -1.0465 3.0016
H -1.4455 -1.6152 4.9126
O 3.9345 -0.6845 0.9711
C 3.8541 0.6358 0.5846
O 4.8021 1.1913 0.0240
O 2.7192 1.1855 0.8184
H 3.0650 -0.7666 1.3978
O 1.0423 1.6754 -3.7246
C 1.0396 2.2432 -2.4583
O 1.5197 3.3740 -2.2902
O 0.5466 1.5307 -1.5375
H 1.6702 2.2748 -4.1593
C -2.8051 0.7671 -2.6318
C -2.4984 -0.5166 -1.9479
O -2.3829 -0.3016 -0.5191
H -1.9240 1.4165 -2.5696
H -3.6603 1.3964 -2.3976
H -2.7667 0.5204 -3.7031
H -1.5811 -0.9995 -2.2817
H -3.2474 -1.3070 -2.0944
H -3.1483 0.2030 -0.2285
C 0.6436 -3.8455 0.5409
C 0.3669 -2.6778 -0.3705
O 1.3056 -1.6334 -0.1915
H 1.6820 -4.1776 0.5350
H 0.0263 -4.7243 0.3230
H 0.3152 -3.6243 1.5599
H -0.6790 -2.3571 -0.2990
H 0.2696 -3.0142 -1.4147
H 2.1245 -2.0190 -0.5264